Record 1
9
Properties=species:S:1:pos:R:3:mulliken_charge:R:1 method="wB97M-V/def2-TZVPD" spin_multiplicity=1 de_lowest_kj_mol=508.80 e_homo_ev="-8.36 / -8.82" mol_weight_g_mol=92.12 orbital_gap_ev="7.89 / 7.92"
C 0.290 0.336 0.146 0.18
N -1.388 -1.605 0.099 -0.55
N -0.276 1.506 0.078 -0.34
O 2.812 0.457 -0.128 -0.54
S 1.674 -0.486 -0.096 0.28
H -0.863 -2.164 0.765 0.24
H -1.094 -1.915 -0.825 0.23
H -0.032 2.185 -0.637 0.23
H -1.122 1.686 0.597 0.26

Record 2
9
Properties=species:S:1:pos:R:3:mulliken_charge:R:1 method="wB97M-V/def2-TZVPD" spin_multiplicity=1 de_lowest_kj_mol=463.75 e_homo_ev="-8.42 / -9.30" mol_weight_g_mol=106.00 orbital_gap_ev="7.66 / 8.48"
C 0.209 -0.779 0.068 0.18
N 0.026 0.064 -1.099 -0.52
N 0.689 -0.739 1.366 -0.35
P 1.024 -1.380 -1.455 -0.04
P -0.934 -1.409 1.353 0.12
H -0.819 0.133 -1.625 0.28
H 0.821 0.197 1.760 0.33
H 2.145 -0.655 -1.204 0.03
H -1.626 0.896 0.879 -0.03

Record 3
9
Properties=species:S:1:pos:R:3:mulliken_charge:R:1 method="wB97M-V/def2-TZVPD" spin_multiplicity=1 de_lowest_kj_mol=606.79 e_homo_ev="-8.92 / -7.56" mol_weight_g_mol=106.00 orbital_gap_ev="7.92 / 7.58"
C 0.040 -0.145 0.191 0.51
N 0.300 -1.490 0.097 -0.33
N 0.106 0.899 0.972 -0.53
P -0.394 -0.937 -1.471 -0.01
P 1.073 1.458 -0.462 -0.01
H 0.183 -2.219 0.770 0.25
H -1.775 1.882 1.036 0.01
H -1.862 -0.940 -1.433 0.05
H 2.328 1.491 0.299 0.06

Record 4
8
Properties=species:S:1:pos:R:3:mulliken_charge:R:1 method="wB97M-V/def2-TZVPD" smiles=SN1CN1 spin_multiplicity=1 de_lowest_kj_mol=393.94 e_homo_ev=-9.23 mol_weight_g_mol=76.12 orbital_gap_ev=10.15
S 1.682 0.371 -0.675 -0.16
N 0.322 -0.464 -0.088 -0.09
C -0.639 0.417 0.422 -0.12
N -0.845 -0.307 -0.832 -0.52
H 2.445 -0.449 0.041 0.16
H -0.212 1.392 0.311 0.28
H -1.104 0.240 1.436 0.19
H -1.649 -1.200 -0.614 0.27

Record 5
8
Properties=species:S:1:pos:R:3:mulliken_charge:R:1 method="wB97M-V/def2-TZVPD" smiles=SN1CN1 spin_multiplicity=1 de_lowest_kj_mol=319.83 e_homo_ev=-8.90 mol_weight_g_mol=76.12 orbital_gap_ev=9.83
S 1.849 0.105 -0.503 -0.16
N 0.403 -0.490 0.283 -0.25
C -0.711 0.339 0.133 -0.12
N -0.639 -0.845 -0.719 -0.41
H 2.244 0.926 0.414 0.15
H -0.484 1.221 -0.340 0.33
H -1.474 0.270 0.881 0.21
H -1.187 -1.526 -0.148 0.26

Record 6
8
Properties=species:S:1:pos:R:3:mulliken_charge:R:1 method="wB97M-V/def2-TZVPD" spin_multiplicity=1 de_lowest_kj_mol=520.85 e_homo_ev=-8.81 mol_weight_g_mol=76.12 orbital_gap_ev=8.30
C -1.165 0.330 -0.289 -0.29
H 2.372 -0.689 -0.157 0.29
H 1.407 0.829 1.100 0.26
H -0.012 -1.226 0.451 0.32
H -1.112 1.213 -0.722 0.40
N 1.296 0.145 -0.034 -0.64
N -0.018 -0.495 -0.349 -0.11
S -2.769 -0.108 0.001 -0.24

Record 7
9
Properties=species:S:1:pos:R:3:mulliken_charge:R:1 method="wB97M-V/def2-TZVPD" smiles="NSC(N)=S" spin_multiplicity=1 de_lowest_kj_mol=52.64 e_homo_ev=-8.33 mol_weight_g_mol=108.19 orbital_gap_ev=8.70
N 1.192 -1.009 0.158 -0.67
S -0.465 -1.416 0.134 0.04
C -1.204 0.289 -0.145 0.28
N -0.306 1.266 -0.091 -0.38
S -2.795 0.370 -0.030 -0.37
H 1.870 -1.408 0.823 0.26
H 1.525 -1.181 -0.780 0.28
H -0.538 2.275 -0.035 0.21
H 0.720 0.814 -0.033 0.36

Record 8
10
Properties=species:S:1:pos:R:3:mulliken_charge:R:1 method="wB97M-V/def2-TZVPD" smiles="NSC(=S)NS" spin_multiplicity=1 de_lowest_kj_mol=98.59 e_homo_ev=-8.35 mol_weight_g_mol=140.26 orbital_gap_ev=8.39
N 0.719 0.342 -1.566 -0.56
S -0.935 0.664 -1.767 0.00
C -1.661 -0.200 0.084 0.27
S -3.271 -0.317 0.310 -0.31
N -0.723 -0.470 0.975 -0.34
S -1.051 -0.976 2.579 -0.10
H 1.036 -0.422 -2.151 0.25
H 1.262 1.194 -1.833 0.28
H 0.286 -0.118 0.867 0.36
H -1.841 -2.006 2.159 0.14

Record 9
8
Properties=species:S:1:pos:R:3:mulliken_charge:R:1 method="wB97M-V/def2-TZVPD" smiles="[NH3+]N1C=N1" spin_multiplicity=1 de_lowest_kj_mol=452.09 e_homo_ev=-16.53 charge=+1 mol_weight_g_mol=58.06 orbital_gap_ev=11.93
N -0.954 0.273 0.183 -0.20
N 0.439 0.624 0.303 -0.31
C 1.376 -0.316 -0.306 0.24
N 1.419 -0.590 0.885 -0.20
H -1.115 -0.562 -0.407 0.37
H -1.303 0.973 -0.454 0.36
H -1.378 0.149 1.199 0.41
H 1.517 -0.551 -1.403 0.33

Record 10
8
Properties=species:S:1:pos:R:3:mulliken_charge:R:1 method="wB97M-V/def2-TZVPD" smiles=N#[N+]CN spin_multiplicity=1 de_lowest_kj_mol=310.38 e_homo_ev=-15.91 charge=+1 mol_weight_g_mol=58.06 orbital_gap_ev=8.71
N -2.910 0.299 0.042 -0.02
N -1.817 -0.232 -0.049 0.42
C -0.463 -0.513 0.009 -0.07
N 0.346 0.606 -0.023 -0.39
H -0.225 -1.302 -0.912 0.34
H -0.242 -1.041 0.934 0.28
H 0.820 0.908 -0.775 0.21
H 0.141 1.415 0.535 0.23

Record 11
8
Properties=species:S:1:pos:R:3:mulliken_charge:R:1 method="wB97M-V/def2-TZVPD" spin_multiplicity=1 de_lowest_kj_mol=603.09 e_homo_ev="-13.55 / -12.82" charge=+1 mol_weight_g_mol=58.06 orbital_gap_ev="6.94 / 5.48"
C 1.198 1.010 0.030 0.25
N -1.193 -1.765 -0.341 -0.22
N -0.168 -1.413 -0.757 -0.04
N 0.624 1.862 0.711 -0.14
H -1.492 -2.690 -0.501 0.26
H 0.679 -1.983 -1.186 0.25
H -0.338 2.224 0.689 0.32
H 1.076 2.435 1.423 0.33

Record 12
11
Properties=species:S:1:pos:R:3:mulliken_charge:R:1 method="wB97M-V/def2-TZVPD" spin_multiplicity=1 de_lowest_kj_mol=713.79 e_homo_ev="-15.18 / -15.18" charge=+1 mol_weight_g_mol=106.06 orbital_gap_ev="8.86 / 8.86"
C -0.057 0.611 0.175 0.30
N -0.015 1.668 -0.515 -0.16
N -1.343 -0.186 0.014 0.93
N 1.432 -0.669 0.421 -0.11
O -2.129 -0.080 0.898 -0.45
O -1.100 -1.115 -0.722 -0.56
O 0.907 -1.853 0.479 -0.25
H -0.910 2.079 -0.712 0.28
H 0.766 2.170 -0.894 0.26
H 1.935 -0.436 1.259 0.31
H 0.513 -2.189 -0.402 0.45

Record 13
10
Properties=species:S:1:pos:R:3:mulliken_charge:R:1 method="wB97M-V/def2-TZVPD" spin_multiplicity=1 de_lowest_kj_mol=0.00 e_homo_ev=-15.81 charge=+1 mol_weight_g_mol=106.13 orbital_gap_ev=9.91
C -0.031 0.313 0.089 0.70
N -1.240 -0.311 -0.138 -0.31
N 0.718 0.736 -0.911 -0.32
N 0.321 0.553 1.335 -0.37
O -0.765 -2.608 -0.832 -0.33
S -1.834 -1.694 -0.634 0.67
H 0.614 0.261 -1.783 0.25
H 1.340 1.426 -0.608 0.22
H -0.407 0.702 2.037 0.27
H 1.284 0.622 1.445 0.22

Record 14
9
Properties=species:S:1:pos:R:3:mulliken_charge:R:1 method="wB97M-V/def2-TZVPD" s2=2.0112 spin_multiplicity=3 de_lowest_kj_mol=263.55 e_homo_ev="-5.60 / -8.76" mol_weight_g_mol=89.04 orbital_gap_ev="6.48 / 6.56"
C -0.469 -0.977 0.424 -0.42
N -1.048 0.226 0.902 -0.12
N -0.713 1.271 0.387 -0.29
N 0.221 1.208 -0.576 -0.02
P 0.825 -0.344 -1.054 0.03
H 0.066 -1.506 1.210 0.27
H -1.232 -1.622 -0.010 0.25
H 0.384 2.073 -1.067 0.24
H 1.967 -0.328 -0.215 0.04

Record 15
9
Properties=species:S:1:pos:R:3:mulliken_charge:R:1 method="wB97M-V/def2-TZVPD" spin_multiplicity=1 de_lowest_kj_mol=381.68 e_homo_ev=-9.56 mol_weight_g_mol=72.07 orbital_gap_ev=10.46
C 1.467 -0.517 0.103 -0.19
N -2.348 -0.966 0.882 -0.39
N -1.862 -0.048 0.480 0.79
N 0.734 0.093 -0.727 -0.46
N -1.699 1.074 0.135 -0.69
H 2.583 -0.521 0.250 0.24
H 0.864 -0.922 0.881 0.20
H 1.210 0.472 -1.549 0.19
H -0.949 1.334 -0.455 0.32

Record 16
9
Properties=species:S:1:pos:R:3:mulliken_charge:R:1 method="wB97M-V/def2-TZVPD" spin_multiplicity=1 de_lowest_kj_mol=578.56 e_homo_ev=-8.80 mol_weight_g_mol=72.07 orbital_gap_ev=8.81
N 1.040 -0.734 -0.802 -0.40
C -1.285 -0.483 0.850 -0.13
N 1.152 0.506 -0.970 -0.01
N -0.207 0.092 1.126 -0.31
N 0.465 1.231 -0.175 -0.13
H 1.458 -1.250 -1.581 0.21
H 0.900 2.133 0.010 0.25
H -1.596 -0.760 -0.156 0.25
H -1.926 -0.736 1.698 0.28

Record 17
9
Properties=species:S:1:pos:R:3:mulliken_charge:R:1 method="wB97M-V/def2-TZVPD" spin_multiplicity=1 de_lowest_kj_mol=515.98 e_homo_ev="-8.89 / -8.89" mol_weight_g_mol=72.07 orbital_gap_ev="9.26 / 9.25"
N 1.014 -0.086 -0.153 0.24
N 0.557 -0.715 -1.188 -0.45
N 0.302 1.015 0.127 -0.44
C -1.317 0.348 0.220 0.07
N -1.518 -0.679 -0.365 -0.47
H 1.368 -0.626 0.644 0.23
H 0.872 -1.686 -1.129 0.24
H 0.607 1.381 1.029 0.26
H -1.885 1.050 0.814 0.32

Record 18
12
Properties=species:S:1:pos:R:3:mulliken_charge:R:1 method="wB97M-V/def2-TZVPD" smiles="N/N=c1/nnon1N" spin_multiplicity=1 de_lowest_kj_mol=375.13 e_homo_ev=-8.48 mol_weight_g_mol=116.08 orbital_gap_ev=8.29
N 2.185 -0.244 0.232 -0.37
N 1.315 0.279 -0.577 -0.17
C 0.054 0.010 -0.821 0.38
N -0.542 0.481 -1.961 -0.25
N -1.807 0.228 -1.803 -0.05
O -2.018 -0.530 -0.712 -0.10
N -0.944 -0.617 0.174 -0.03
N -1.282 0.311 1.295 -0.41
H 3.152 0.018 -0.032 0.26
H 1.780 -0.981 0.845 0.24
H -1.050 1.223 1.193 0.23
H -0.843 -0.178 2.167 0.27

Record 19
8
Properties=species:S:1:pos:R:3:mulliken_charge:R:1 method="wB97M-V/def2-TZVPD" spin_multiplicity=1 de_lowest_kj_mol=783.32 e_homo_ev="-17.28 / -17.29" charge=+1 mol_weight_g_mol=62.05 orbital_gap_ev="8.76 / 8.76"
C -0.929 0.222 0.043 -0.65
N 0.311 -0.363 -0.094 0.08
O 2.415 -0.168 0.044 -0.22
O 1.339 0.389 -0.001 0.39
H -0.880 1.248 0.675 0.34
H -1.153 0.694 -0.890 0.32
H -1.559 -0.590 0.361 0.32
H 0.456 -1.432 -0.137 0.41

Record 20
8
Properties=species:S:1:pos:R:3:mulliken_charge:R:1 method="wB97M-V/def2-TZVPD" spin_multiplicity=1 de_lowest_kj_mol=657.42 e_homo_ev="-15.52 / -14.86" charge=+1 mol_weight_g_mol=62.05 orbital_gap_ev="9.68 / 9.02"
C -0.407 -0.369 0.001 0.05
N 0.885 0.257 0.104 -0.38
O -2.534 -0.115 -0.072 -0.36
O -1.379 0.385 0.009 0.11
H -0.227 -1.477 0.023 0.35
H 1.080 0.897 0.903 0.38
H 1.018 0.914 -0.802 0.44
H 1.564 -0.492 -0.166 0.41